Below is a single C38H47N5O7S2 molecule in a non-equilibrium geometry, with properties calculated with ωB97M-V/def2-TZVPD.

Each atom is followed by the atoms it is bonded to, with distances in Å.
Positions of all 99 atoms, in Å:
1 C -8.51 -3.83 1.09  O2 1.406, H97 1.089, H98 1.095, H99 1.095
2 O -8.01 -2.54 0.82  C1 1.406, C3 1.363
3 C -6.68 -2.39 0.56  O2 1.363, C4 1.388, C12 1.405
4 C -6.26 -1.09 0.29  C3 1.388, C5 1.410, C93 1.495
5 C -4.90 -0.84 0.00  C4 1.410, N6 1.348, C10 1.425
6 N -4.52 0.42 -0.25  C5 1.348, C7 1.311
7 C -3.27 0.65 -0.54  N6 1.311, C8 1.410, C77 1.445
8 C -2.26 -0.34 -0.59  C7 1.410, C9 1.375, H76 1.075
9 C -2.61 -1.64 -0.30  C8 1.375, C10 1.427, O15 1.352
10 C -3.98 -1.93 -0.01  C5 1.425, C9 1.427, C11 1.401
11 C -4.44 -3.22 0.26  C10 1.401, C12 1.370, H14 1.079
12 C -5.76 -3.45 0.54  C3 1.405, C11 1.370, H13 1.078
13 H -6.08 -4.46 0.74  C12 1.078
14 H -3.73 -4.04 0.25  C11 1.079
15 O -1.75 -2.68 -0.25  C9 1.352, C16 1.413
16 C -0.37 -2.39 -0.32  O15 1.413, C17 1.526, C45 1.537, H75 1.099
17 C 0.49 -3.50 0.28  C16 1.526, H18 1.090, H19 1.089, C20 1.534
18 H 0.23 -4.46 -0.16  C17 1.090
19 H 0.40 -3.57 1.36  C17 1.089
20 C 1.90 -3.08 -0.16  C17 1.534, H21 1.089, C22 1.525, C43 1.556
21 H 2.25 -2.28 0.48  C20 1.089
22 C 2.84 -4.28 -0.16  C20 1.525, O23 1.218, N24 1.354
23 O 2.61 -5.23 -0.89  C22 1.218
24 N 3.90 -4.27 0.68  C22 1.354, C25 1.448, C71 1.448
25 C 4.31 -3.16 1.52  N24 1.448, H26 1.092, H27 1.093, C28 1.538
26 H 3.44 -2.67 1.95  C25 1.092
27 H 4.89 -3.58 2.35  C25 1.093
28 C 5.16 -2.13 0.75  C25 1.538, C29 1.528, H69 1.091, H70 1.092
29 C 5.08 -0.74 1.37  C28 1.528, H30 1.092, H31 1.092, C32 1.539
30 H 5.29 -0.78 2.44  C29 1.092
31 H 4.06 -0.36 1.26  C29 1.092
32 C 6.06 0.23 0.68  C29 1.539, C33 1.498, H67 1.090, H68 1.092
33 C 5.61 1.66 0.78  C32 1.498, C34 1.330, H66 1.080
34 C 4.65 2.19 0.03  C33 1.330, C35 1.470, H65 1.082
35 C 3.91 1.43 -0.99  C34 1.470, C36 1.496, C39 1.533, H64 1.083
36 C 2.92 2.03 -1.94  C35 1.496, H37 1.080, H38 1.080, C39 1.508
37 H 2.90 1.63 -2.94  C36 1.080
38 H 2.70 3.09 -1.88  C36 1.080
39 C 2.41 1.13 -0.85  C35 1.533, C36 1.508, N40 1.429, C49 1.498
40 N 1.93 -0.19 -1.14  C39 1.429, C41 1.351, H48 1.014
41 C 2.51 -1.24 -1.76  N40 1.351, O42 1.214, C43 1.526
42 O 3.56 -1.19 -2.37  C41 1.214
43 C 1.70 -2.52 -1.60  C20 1.556, C41 1.526, H44 1.092, C45 1.539
44 H 2.07 -3.24 -2.33  C43 1.092
45 C 0.18 -2.31 -1.75  C16 1.537, C43 1.539, H46 1.091, H47 1.089
46 H -0.25 -3.13 -2.32  C45 1.091
47 H -0.06 -1.37 -2.26  C45 1.089
48 H 1.14 -0.39 -0.55  N40 1.014
49 C 1.61 1.64 0.30  C39 1.498, O50 1.219, N51 1.348
50 O 0.88 0.88 0.93  C49 1.219
51 N 1.67 2.95 0.62  C49 1.348, H52 1.007, S53 1.721
52 H 2.26 3.59 0.13  N51 1.007
53 S 0.95 3.53 2.08  N51 1.721, O54 1.425, O55 1.432, C56 1.778
54 O 1.52 2.83 3.18  S53 1.425
55 O 1.19 4.94 1.97  S53 1.432
56 C -0.78 3.20 1.90  S53 1.778, C57 1.489, C58 1.497, H63 1.075
57 C -1.31 1.96 2.54  C56 1.489, C58 1.491, H61 1.078, H62 1.080
58 C -1.55 3.28 3.19  C56 1.497, C57 1.491, H59 1.079, H60 1.080
59 H -0.98 3.52 4.07  C58 1.079
60 H -2.54 3.71 3.16  C58 1.080
61 H -0.57 1.31 2.98  C57 1.078
62 H -2.12 1.45 2.05  C57 1.080
63 H -1.17 3.60 0.98  C56 1.075
64 H 4.45 0.58 -1.39  C35 1.083
65 H 4.38 3.23 0.16  C34 1.082
66 H 6.10 2.28 1.51  C33 1.080
67 H 7.05 0.12 1.13  C32 1.090
68 H 6.14 -0.05 -0.37  C32 1.092
69 H 6.21 -2.46 0.74  C28 1.091
70 H 4.82 -2.09 -0.28  C28 1.092
71 C 4.83 -5.38 0.63  N24 1.448, H72 1.092, H73 1.091, H74 1.088
72 H 4.93 -5.83 1.61  C71 1.092
73 H 5.81 -5.04 0.28  C71 1.091
74 H 4.43 -6.11 -0.07  C71 1.088
75 H -0.19 -1.47 0.25  C16 1.099
76 H -1.27 -0.01 -0.83  C8 1.075
77 C -2.90 2.02 -0.84  C7 1.445, N78 1.293, S81 1.748
78 N -1.74 2.41 -1.27  C77 1.293, C79 1.354
79 C -1.69 3.74 -1.48  N78 1.354, C80 1.367, C83 1.501
80 C -2.85 4.40 -1.18  C79 1.367, S81 1.719, H82 1.071
81 S -4.06 3.31 -0.63  C77 1.748, C80 1.719
82 H -3.06 5.45 -1.26  C80 1.071
83 C -0.43 4.34 -2.04  C79 1.501, C84 1.532, C88 1.529, H92 1.095
84 C -0.64 4.66 -3.52  C83 1.532, H85 1.088, H86 1.088, H87 1.087
85 H -1.40 5.42 -3.64  C84 1.088
86 H 0.29 5.03 -3.96  C84 1.088
87 H -0.95 3.77 -4.06  C84 1.087
88 C 0.02 5.59 -1.27  C83 1.529, H89 1.087, H90 1.088, H91 1.088
89 H -0.75 6.36 -1.33  C88 1.087
90 H 0.93 5.98 -1.72  C88 1.088
91 H 0.21 5.37 -0.22  C88 1.088
92 H 0.34 3.56 -1.95  C83 1.095
93 C -7.25 0.03 0.31  C4 1.495, H94 1.089, H95 1.085, H96 1.089
94 H -8.04 -0.15 -0.42  C93 1.089
95 H -6.75 0.96 0.09  C93 1.085
96 H -7.73 0.09 1.29  C93 1.089
97 H -9.57 -3.69 1.27  C1 1.089
98 H -8.36 -4.50 0.24  C1 1.095
99 H -8.05 -4.26 1.99  C1 1.095

Properties
HOMO energy: -8.12 eV
Calculated total energy: -3073.0736 hartree
2S+1: 1
Frontier orbital gap: 7.8765 eV
ΔE to the lowest compared entry with this formula, charge and spin: 0.000 eV